Formula: C11H16Cl3NO2Ti
Source: OMol25
Level of theory: wB97M-V/def2-TZVPD

Computed properties:
HOMO (alpha / beta) (eV): 1.1 / 1.1
LUMO (alpha / beta) (eV): 4.6 / 4.6
E (eV): -77936.03651
Total charge: -2
Relative energy (zero: lowest compared OMol25 entry of this formula, charge and spin) (eV): 3.872

Cartesian coordinates (Å):
C  -0.684  0.904  -2.266
C  -0.870  -0.465  -2.562
C  0.429  -1.091  -2.548
C  -2.129  -1.161  -2.824
C  1.384  -0.088  -2.302
C  0.710  1.146  -2.117
C  1.338  2.441  -1.906
C  -1.748  1.900  -2.191
C  0.666  -2.522  -2.724
C  2.825  -0.295  -2.226
Ti  -0.869  -0.949  1.580
Cl  -1.587  -2.580  0.536
Cl  -2.575  0.522  1.034
Cl  1.304  -1.229  0.861
H  -2.981  -0.474  -2.705
H  -2.281  -1.990  -2.118
H  -2.175  -1.605  -3.836
H  -0.059  -3.137  -2.146
H  1.675  -2.801  -2.368
H  0.582  -2.853  -3.784
H  3.073  -1.213  -1.649
H  3.314  0.555  -1.710
H  3.306  -0.396  -3.229
H  2.269  2.313  -1.328
H  0.667  3.124  -1.358
H  1.612  2.953  -2.858
H  -2.646  1.476  -1.699
H  -2.055  2.283  -3.194
H  -1.436  2.776  -1.593
O  0.410  1.790  0.628
H  -0.265  2.110  1.424
O  -0.166  -0.239  5.645
C  -0.378  -0.437  4.500
N  -0.660  -0.768  3.376

Here are the Löwdin charges for atoms 1 to 5, given in e: C -0.28; C -0.27; C -0.30; C -0.11; C -0.31


Formula: C6H9N3S2
Source: OMol25
Level of theory: wB97M-V/def2-TZVPD

Computed properties:
HOMO (eV): -16.5
LUMO (eV): -9.5
E (eV): -32487.71160
Total charge: +2

Cartesian coordinates (Å):
C  -0.204  -0.142  -0.454
C  0.636  -0.480  0.486
C  -0.339  1.238  -0.809
C  1.412  1.871  0.640
C  -0.670  -2.943  -0.361
C  -0.688  -2.641  1.049
N  0.502  2.128  -0.258
N  -1.267  1.598  -1.711
N  2.144  2.779  1.193
S  -0.803  -1.503  -1.533
S  0.860  -1.716  1.516
H  0.193  -3.541  -0.489
H  -1.508  -3.546  -0.477
H  -1.568  -2.111  1.150
H  -0.611  -3.548  1.697
H  0.482  3.095  -0.841
H  -1.890  0.878  -1.775
H  -1.538  2.527  -2.022
H  2.943  2.339  1.568
H  1.913  3.716  1.430

Here are the Löwdin charges for atoms 1 to 5, given in e: C -0.49; C -0.35; C -0.27; C -0.07; C -0.47


Formula: C44H75Cl2I2N2O11P2
Source: OMol25
Level of theory: wB97M-V/def2-TZVPD

Computed properties:
HOMO (eV): -11.3
LUMO (eV): -2.6
E (eV): -132162.56503
Total charge: +1

Cartesian coordinates (Å):
C  0.688  4.247  1.330
C  1.560  3.421  1.190
C  2.416  2.228  1.116
C  1.677  0.888  0.811
C  2.519  0.403  -0.459
I  1.686  0.504  -2.422
C  3.794  0.008  -0.402
C  4.604  -0.056  0.866
I  4.937  -0.576  -2.089
C  0.263  1.100  0.249
N  -0.771  0.814  1.316
C  -0.283  1.132  2.714
C  -1.594  1.270  3.482
O  -2.247  0.049  3.709
C  -3.554  0.165  4.132
C  -4.456  -0.819  3.760
C  -5.777  -0.752  4.152
C  -6.253  0.311  4.912
C  -5.355  1.304  5.265
C  -4.021  1.224  4.896
C  0.911  0.228  3.151
C  0.591  -0.991  4.073
Cl  1.152  -2.624  3.773
C  -0.016  -0.904  5.269
C  -0.440  0.337  5.997
Cl  -0.336  -2.279  6.267
C  1.987  0.987  4.072
C  3.418  0.441  3.926
C  1.894  2.509  4.278
C  2.347  2.892  5.714
N  1.606  -0.163  1.833
C  1.241  -1.431  1.174
C  2.342  -2.498  1.021
C  1.641  -3.831  0.693
C  2.638  -4.935  0.317
C  2.115  -5.897  -0.762
C  3.216  -6.342  -1.712
O  3.740  -5.151  -2.327
C  4.326  -5.381  -3.541
C  3.992  -4.372  -4.613
O  5.063  -6.314  -3.684
H  0.156  5.165  1.194
H  3.093  2.176  1.962
H  3.093  2.513  0.306
H  4.237  -0.766  1.597
H  5.627  -0.351  0.638
H  4.706  0.953  1.264
H  0.081  2.047  -0.249
H  0.006  0.345  -0.486
H  -1.546  1.420  1.052
H  -1.103  -0.149  1.262
H  0.006  2.178  2.603
H  -1.445  1.913  4.350
H  -2.288  1.900  2.897
H  -4.129  -1.648  3.145
H  -6.479  -1.527  3.877
H  -7.284  0.368  5.229
H  -5.698  2.147  5.851
H  -3.380  2.033  5.224
H  -1.530  0.399  5.998
H  -0.170  0.227  7.049
H  -0.006  1.268  5.654
H  1.843  0.686  5.106
H  3.886  0.337  4.907
H  3.397  -0.576  3.542
H  4.099  1.086  3.374
H  2.502  3.142  3.631
H  0.873  2.895  4.228
H  2.414  3.975  5.787
H  3.260  2.381  6.008
H  1.541  2.604  6.394
H  0.940  -1.324  0.120
H  0.324  -1.890  1.555
H  2.945  -2.319  0.132
H  2.949  -2.587  1.919
H  1.068  -3.618  -0.220
H  0.910  -4.124  1.447
H  2.894  -5.531  1.195
H  3.555  -4.448  -0.022
H  1.317  -5.460  -1.368
H  1.684  -6.762  -0.253
H  3.967  -6.907  -1.158
H  2.793  -6.990  -2.479
H  4.671  -4.482  -5.449
H  4.054  -3.375  -4.173
H  2.947  -4.527  -4.888
O  -1.446  8.351  0.660
P  -2.612  9.097  1.184
O  -2.511  9.096  2.798
C  -1.349  9.634  3.430
C  -1.283  11.146  3.316
O  -3.855  8.068  0.989
C  -3.696  6.852  0.275
C  -3.333  5.722  1.216
O  -3.599  10.368  1.014
C  -3.249  11.473  0.154
C  -2.782  11.025  -1.216
H  -0.448  9.177  3.011
H  -1.408  9.345  4.479
H  -1.065  11.448  2.288
H  -0.494  11.546  3.953
H  -2.233  11.596  3.602
H  -2.954  6.957  -0.517
H  -4.650  6.639  -0.209
H  -2.468  5.979  1.829
H  -3.109  4.811  0.654
H  -4.157  5.512  1.901
H  -2.488  12.089  0.639
H  -4.145  12.084  0.061
H  -1.829  10.490  -1.154
H  -2.641  11.883  -1.872
H  -3.510  10.350  -1.668
O  0.553  -6.571  -8.446
P  -0.518  -7.033  -7.540
O  -1.628  -7.804  -8.424
C  -1.239  -8.924  -9.219
C  -0.909  -10.139  -8.373
O  -1.342  -5.684  -7.177
C  -0.883  -4.397  -7.585
C  -1.489  -3.994  -8.913
O  -0.891  -7.675  -6.091
C  0.118  -8.306  -5.282
C  1.369  -7.461  -5.151
H  -0.392  -8.656  -9.856
H  -2.083  -9.146  -9.871
H  0.030  -9.990  -7.830
H  -0.791  -11.024  -8.998
H  -1.694  -10.324  -7.639
H  0.206  -4.366  -7.623
H  -1.197  -3.695  -6.810
H  -1.327  -4.759  -9.672
H  -1.058  -3.055  -9.265
H  -2.568  -3.864  -8.813
H  0.361  -9.289  -5.691
H  -0.328  -8.469  -4.302
H  1.872  -7.384  -6.120
H  2.079  -7.901  -4.450
H  1.139  -6.446  -4.819

Here are the Löwdin charges for atoms 1 to 5, given in e: C 0.14; C -0.12; C -0.11; C -0.37; C -0.66


Formula: C16H41CdClN3O5
Source: OMol25
Level of theory: wB97M-V/def2-TZVPD

Computed properties:
HOMO (eV): -10.7
LUMO (eV): -8.2
E (eV): -49039.62135
Total charge: +1
Relative energy (zero: lowest compared OMol25 entry of this formula, charge and spin) (eV): 0.000

Cartesian coordinates (Å):
Cd  -1.772  -3.438  3.505
Cl  -0.407  -2.592  1.762
C  2.926  2.443  1.779
O  2.430  1.597  2.793
C  1.024  1.694  3.006
C  0.528  0.354  3.530
N  0.588  0.146  4.978
C  1.936  0.352  5.548
C  1.913  0.212  7.039
O  0.892  1.021  7.584
C  0.942  1.034  8.990
H  2.349  2.343  0.852
H  3.972  2.205  1.602
H  2.838  3.494  2.090
H  0.517  1.955  2.078
H  0.899  2.468  3.770
H  1.134  -0.420  3.055
H  -0.506  0.129  3.262
H  -0.043  0.751  5.496
H  2.308  1.345  5.279
H  2.560  -0.407  5.074
H  2.860  0.584  7.448
H  1.823  -0.833  7.357
H  1.894  1.442  9.350
H  0.916  0.009  9.384
H  0.098  1.594  9.376
C  -1.678  -3.545  -1.580
O  -1.377  -2.859  -2.753
C  -2.448  -2.131  -3.263
C  -2.078  -1.381  -4.521
N  -0.965  -0.444  -4.274
C  -0.636  0.321  -5.474
C  -0.044  -0.511  -6.626
O  0.981  -1.289  -6.100
C  1.681  -2.033  -7.076
H  -2.549  -4.201  -1.704
H  -1.898  -2.878  -0.736
H  -0.830  -4.167  -1.298
H  -2.829  -1.352  -2.580
H  -3.341  -2.741  -3.451
H  -2.938  -0.802  -4.857
H  -1.794  -2.111  -5.290
H  -0.148  -1.043  -4.150
H  0.085  1.101  -5.204
H  -1.457  0.941  -5.846
H  0.292  0.196  -7.397
H  -0.849  -1.080  -7.112
H  2.435  -2.644  -6.583
H  2.216  -1.411  -7.797
H  0.964  -2.705  -7.557
C  0.512  1.579  -1.939
C  0.112  0.589  -0.859
C  -1.347  0.813  -0.412
O  -1.482  2.146  0.053
C  -2.801  2.501  0.368
N  0.275  -0.763  -1.348
H  0.432  2.625  -1.637
H  -0.089  1.466  -2.845
H  1.557  1.447  -2.227
H  0.766  0.741  -0.003
H  -1.470  0.139  0.453
H  -2.081  0.580  -1.187
H  -2.804  3.565  0.608
H  -3.168  1.959  1.251
H  -3.533  2.360  -0.435
H  0.152  -1.429  -0.582
H  -0.448  -1.032  -2.016

Here are the Löwdin charges for atoms 1 to 5, given in e: Cd 1.17; Cl -0.17; C -0.09; O -0.21; C -0.20


What is the formula in the fourth record?
C16H41CdClN3O5